Record 1
85
Properties=species:S:1:pos:R:3:forces:R:3:mulliken_charge:R:1 method="wB97M-V/def2-TZVPD" total_charge=+1 orbital_gap_ev=4.6 e_lumo_ev=-4.7
C 5.47552 4.11235 0.16990 -0.4339 0.8958 0.0828 -1.20
N 5.50741 2.80680 -0.44378 0.1524 -0.6908 0.1653 0.21
C 6.82277 2.30826 -0.81923 -0.3136 -0.1138 0.3828 -0.96
C 7.09406 2.69431 -2.24441 -0.0970 0.6213 -1.8124 1.04
F 8.30767 2.29655 -2.70994 -1.2032 0.3415 0.6365 -0.26
F 6.12820 2.14943 -3.06237 1.0233 0.4904 0.6440 -0.26
F 7.00861 4.05901 -2.39290 0.1977 -1.2831 0.0542 -0.26
C 4.35761 2.11757 -0.67839 0.2344 -0.1258 0.1088 1.50
C 4.33322 0.69834 -0.78190 -0.2035 -0.1758 -0.1955 -0.79
C 3.13181 0.03898 -0.88933 0.2598 0.2276 0.0471 -1.01
C 1.88837 0.74526 -0.96354 -0.3412 -0.4762 -0.1967 0.52
C 0.68213 0.00396 -0.95986 0.8179 0.3797 -0.8966 -0.47
C -0.63726 0.51584 -1.08599 -1.1597 0.2331 0.4646 0.98
C -1.65121 -0.31335 -1.65414 0.8095 0.0021 -0.0261 -0.88
C -2.88916 0.19158 -1.96674 -0.3787 0.5313 -0.1135 -0.53
C -3.20042 1.54476 -1.70287 0.8237 -0.4451 0.1998 -0.44
N -4.41669 2.08454 -2.12483 -0.8874 0.2775 0.3322 0.28
C -4.74989 2.06717 -3.53091 0.2474 0.1283 -0.5158 -0.99
C -5.55349 2.20067 -1.21673 0.5020 -0.3616 -0.0587 -0.31
C -5.42105 3.39901 -0.32789 0.1481 1.0844 0.5476 0.75
F -6.51929 3.59636 0.45254 0.8857 -0.1387 -0.6932 -0.30
F -4.34881 3.25295 0.51603 -0.8882 0.3886 -0.3389 -0.19
F -5.20191 4.53462 -1.06021 -0.2529 -0.8006 0.8129 -0.29
C -2.24840 2.34499 -1.03306 -0.4481 -0.2734 -0.3295 -1.08
C -1.02201 1.82544 -0.67992 0.3170 -0.1950 -0.3323 -0.29
C 1.96858 2.16445 -1.09937 0.3705 0.3197 0.4806 -0.95
C 3.14283 2.83418 -0.84675 -0.4484 0.0085 -0.0283 -0.61
H 4.76092 4.12976 1.00882 0.2725 -0.0680 -0.2740 0.42
H 6.47431 4.34446 0.55674 -0.3565 0.0281 -0.1241 0.35
H 5.17716 4.89421 -0.54779 0.2465 -0.1205 0.2470 0.35
H 7.56587 2.80398 -0.18286 -0.0423 -0.5081 -0.1562 0.38
H 6.86436 1.21781 -0.75723 0.3050 0.2818 0.1611 0.24
H 5.26544 0.13614 -0.73068 -0.4259 0.0668 -0.0351 0.27
H 3.11507 -1.04891 -0.93328 0.0224 0.2137 0.2041 0.34
H 0.78559 -1.07177 -1.08829 -0.0091 0.1739 0.1701 0.16
H -1.40429 -1.34577 -1.91535 -0.0374 0.2383 0.1597 0.48
H -3.66083 -0.42909 -2.43420 0.3801 0.1418 0.1339 0.60
H -4.22681 1.25784 -4.05333 -0.1617 0.1049 0.0114 0.39
H -5.82948 1.93460 -3.64153 0.2322 -0.0636 -0.2147 0.33
H -4.46310 3.01965 -4.00386 -0.1280 -0.2575 -0.0265 0.29
H -6.46181 2.33078 -1.81871 0.2106 -0.1494 0.3693 0.67
H -5.60452 1.32710 -0.55405 -0.3302 0.2054 -0.1358 -0.29
H -2.49278 3.38777 -0.85072 0.0862 -0.2735 0.1214 0.49
H -0.32579 2.45510 -0.12697 -0.2457 -0.2490 -0.0823 0.86
H 1.10619 2.73437 -1.43140 0.1752 -0.1182 0.2064 0.98
H 3.16580 3.92661 -0.83314 -0.0453 -0.4480 -0.2573 0.46
C 3.93367 -2.92378 2.57338 -0.0267 0.1790 -0.1689 -0.63
C 2.77849 -3.68418 2.79760 0.0847 0.2922 0.0499 -0.68
C 1.52160 -3.11157 2.63948 -0.0025 0.4069 -0.2937 -0.19
C 1.38365 -1.77771 2.16650 1.3534 -0.4481 0.3541 0.49
C 0.13799 -1.20513 1.72773 -1.2928 -0.3243 -0.0108 -1.13
C -1.02003 -1.93280 1.43270 1.0828 0.9921 0.2075 0.87
N -2.25953 -1.35256 1.54880 0.2313 0.0993 -0.3198 0.41
C -2.40432 -0.17574 2.41250 0.5669 0.1111 0.2029 -0.20
C -3.72178 0.55024 2.23693 -0.5407 -0.0586 -0.3136 -0.92
O -4.25871 0.34557 0.93537 -0.0691 -0.3456 0.2447 -0.13
C -4.61560 -1.02168 0.76190 -0.0659 0.6854 0.2446 -0.90
C -3.41382 -1.95053 0.88755 -0.1470 -0.6224 -0.2643 -0.38
C -0.92533 -3.31487 0.88871 0.0140 -0.8181 0.3564 -0.69
C 0.07704 -3.62475 -0.04587 -0.4341 0.0346 -0.1886 0.66
C 0.13825 -4.87885 -0.64921 -0.0822 0.0004 0.2698 -1.02
C -0.74458 -5.88605 -0.24726 0.0075 0.1528 -0.0629 -0.55
C -1.67897 -5.62883 0.75947 0.0714 0.1366 0.0677 -0.94
C -1.76262 -4.36027 1.33438 0.2089 0.1761 -0.2055 0.15
C 2.55945 -0.98108 2.14554 -0.5146 -0.3873 -0.3422 -0.37
C 3.81620 -1.55693 2.27818 0.0169 -0.4158 0.3003 -0.63
H 4.91988 -3.38648 2.64421 -0.3116 0.1556 0.0466 0.39
H 2.86084 -4.72978 3.09980 -0.0102 0.3253 -0.0477 0.41
H 0.62299 -3.69020 2.85886 0.3496 0.0839 -0.1707 0.46
H 0.10098 -0.11570 1.71462 -0.1539 -0.3044 0.4127 0.26
H -2.30849 -0.47871 3.47033 0.1389 0.0441 -0.2772 0.32
H -1.59987 0.54200 2.21444 -0.2549 -0.3195 -0.0575 0.24
H -4.43032 0.19568 3.00383 -0.0886 0.2339 -0.2660 0.28
H -3.57662 1.63180 2.32066 -0.0891 -0.2733 0.2133 0.31
H -5.36576 -1.30781 1.52106 0.0292 0.2290 -0.3247 0.36
H -5.04533 -1.08670 -0.24724 -0.0141 -0.1356 0.3833 0.29
H -3.13037 -2.28849 -0.12161 0.1222 0.0833 0.4203 0.37
H -3.75001 -2.84134 1.43788 0.0178 0.2318 -0.2629 0.38
H 0.82693 -2.87167 -0.28306 -0.2719 -0.1628 -0.0450 0.04
H 0.88348 -5.06265 -1.42509 -0.1880 -0.0449 0.3005 0.44
H -0.69051 -6.87153 -0.71173 -0.0563 0.2790 0.1448 0.40
H -2.35547 -6.41313 1.10368 0.2746 0.1800 -0.1074 0.43
H -2.46375 -4.18134 2.15653 0.2818 -0.1083 -0.3896 0.52
H 2.44919 0.09162 1.97767 0.1143 -0.2219 -0.1387 0.49
H 4.71067 -0.94271 2.15523 -0.2350 -0.1703 0.1381 0.46



Record 2
89
Properties=species:S:1:pos:R:3:forces:R:3:mulliken_charge:R:1 method="wB97M-V/def2-TZVPD" total_charge=+2 orbital_gap_ev=7.2 e_lumo_ev=-6.2
Ta -0.23023 0.02305 0.17035 0.3580 0.6112 2.5712 -0.26
C 3.74341 0.44601 -2.67370 0.1493 -0.1010 0.0438 -1.09
N 2.51354 1.12298 -3.09725 0.0037 -0.0479 0.2036 0.24
C 2.42832 1.53421 -4.49840 -0.1323 0.1000 -0.1020 -0.96
C 1.52569 1.30858 -2.25157 -0.0185 0.0096 -0.4458 0.96
O 1.58590 0.95348 -1.04964 -0.9272 -0.5938 1.2438 -0.96
C 0.26020 1.98262 -2.77187 0.0155 -0.0988 0.0561 -1.54
O -0.70559 2.07532 -1.73571 0.0349 -0.1175 0.2847 -0.18
C -0.81590 3.32886 -1.09217 -0.0638 -0.0975 -0.0863 -0.96
C -0.72142 3.14341 0.40681 0.0208 0.3108 -0.1990 0.84
O -0.50234 1.99534 0.88053 -0.0127 -0.4985 -0.0452 -0.77
N -0.86257 4.18691 1.18535 0.0285 -0.2174 0.1070 0.07
C -0.77589 4.03016 2.64050 -0.0133 -0.0649 0.1817 -1.12
C -1.23643 5.49966 0.66021 -0.1317 0.1780 -0.1608 -0.89
H 4.60139 1.05728 -2.94832 -0.0368 0.0359 -0.0187 0.41
H 3.81273 -0.52513 -3.16334 -0.0341 0.0325 -0.0066 0.43
H 3.73089 0.29820 -1.60026 -0.0262 0.0064 -0.0029 0.28
H 3.32207 1.19056 -5.00799 0.0096 -0.0171 0.0037 0.39
H 2.37607 2.61975 -4.59537 0.0410 -0.0147 0.0307 0.33
H 1.56359 1.09041 -4.99363 0.0280 -0.0483 0.0216 0.37
H -0.18363 1.38388 -3.56796 0.0257 0.0229 -0.0330 0.36
H 0.49749 2.96520 -3.18411 -0.0293 0.0046 -0.0180 0.89
H -1.78252 3.77406 -1.34276 0.0120 0.0459 0.0006 0.42
H -0.02991 4.01590 -1.41531 0.0028 0.0154 0.0101 0.54
H -0.17662 3.15796 2.88362 0.0088 0.0079 -0.0330 0.31
H -1.77310 3.91338 3.06794 0.0050 0.0261 -0.0403 0.41
H -0.30725 4.91299 3.06659 0.0022 0.0292 -0.0620 0.42
H -0.60392 5.79823 -0.17432 0.0520 -0.0455 0.0386 0.34
H -1.12155 6.23596 1.44856 0.0468 -0.0270 0.0256 0.30
H -2.27905 5.50972 0.33733 0.0175 -0.0316 0.0308 0.37
S 1.36299 0.01022 2.15312 -0.0165 0.0361 -0.3944 -0.55
P 0.15661 -1.54992 2.72794 0.0330 -0.0719 -0.3091 2.09
C -0.52248 -1.89202 1.15017 -0.3944 1.5238 0.3229 -1.07
P -2.24677 -2.02935 0.90940 0.2637 -0.2436 -0.5242 1.12
S -2.77743 -0.07105 0.47677 0.6536 0.2448 -0.1036 -0.78
C -2.48437 -3.02317 -0.58371 -0.0219 0.0577 0.2096 0.60
C -1.50832 -3.95444 -0.93258 -0.0230 0.0476 0.0476 0.00
C -1.66884 -4.72331 -2.07536 -0.0002 -0.0118 -0.0269 -0.66
C -2.79865 -4.56186 -2.86532 0.0393 -0.0201 -0.0127 -0.52
C -3.77656 -3.63970 -2.51133 -0.0760 0.0241 -0.0015 -0.78
C -3.62406 -2.86890 -1.37044 -0.0010 -0.0366 0.0709 -0.67
C -3.29533 -2.65683 2.22473 0.1810 0.1113 -0.0643 1.35
C -2.98570 -3.91523 2.74160 -0.0023 0.0347 -0.1196 -0.59
C -3.78725 -4.45712 3.73055 0.0462 -0.0643 0.0203 -0.69
C -4.88576 -3.74604 4.19839 -0.0259 0.0540 -0.0148 -0.57
C -5.18642 -2.49364 3.68160 -0.0478 -0.0165 0.0457 -0.80
C -4.39120 -1.93979 2.69044 0.0721 -0.0221 -0.0103 -0.49
C -1.02556 -0.98890 3.98465 0.2551 -0.1081 -0.1378 0.42
C -1.49742 -1.88231 4.94399 0.0145 0.0144 -0.0373 -0.18
C -2.46362 -1.47018 5.84821 -0.0307 -0.0495 0.0463 -0.87
C -2.95386 -0.17365 5.80270 0.0048 0.0074 0.0102 -0.72
C -2.48490 0.71586 4.84512 -0.0229 0.0301 -0.0241 -0.58
C -1.52295 0.31102 3.93558 -0.0081 -0.0332 0.0218 -0.09
C 1.09422 -2.91038 3.42631 -0.1970 0.1131 -0.1664 0.67
C 1.30244 -4.05528 2.66268 -0.0342 0.0598 -0.0036 -0.48
C 2.03298 -5.10528 3.19569 0.0258 -0.0509 0.0077 -0.70
C 2.55570 -5.00482 4.47751 -0.0069 -0.0126 -0.0651 -0.51
C 2.35435 -3.85616 5.23413 0.0187 0.0165 0.0594 -0.72
C 1.62289 -2.80383 4.71301 0.0075 0.0589 -0.0750 -0.42
H -0.62138 -4.05802 -0.32012 0.0293 0.0087 -0.0388 0.35
H -0.90562 -5.43863 -2.35242 -0.0176 -0.0101 -0.0006 0.46
H -2.92191 -5.15683 -3.76077 0.0074 0.0003 0.0077 0.45
H -4.66212 -3.52998 -3.12377 0.0096 0.0096 0.0037 0.48
H -4.38425 -2.14776 -1.09104 -0.0288 -0.0146 -0.0271 0.50
H -2.12889 -4.46003 2.35773 -0.0175 -0.0659 0.0652 0.38
H -3.56118 -5.43400 4.13694 0.0061 -0.0006 -0.0191 0.47
H -5.51633 -4.17278 4.96717 0.0139 -0.0113 0.0018 0.45
H -6.04385 -1.94664 4.05050 -0.0006 -0.0075 -0.0069 0.46
H -4.62233 -0.96339 2.28473 -0.0011 0.0130 0.0394 0.41
H -1.11013 -2.89189 4.98459 -0.0308 -0.0028 0.0256 0.50
H -2.83123 -2.16301 6.59364 0.0184 0.0055 0.0025 0.47
H -3.69385 0.14940 6.52312 -0.0119 -0.0104 -0.0144 0.45
H -2.86669 1.72848 4.81672 0.0044 -0.0060 0.0072 0.45
H -1.14413 1.00354 3.19585 -0.0032 0.0339 0.0078 -0.18
H 0.90332 -4.10903 1.65688 0.0116 -0.0236 0.0144 0.38
H 2.19777 -5.99972 2.61021 0.0105 0.0047 0.0040 0.44
H 3.13098 -5.82499 4.88583 -0.0115 0.0065 0.0211 0.41
H 2.76772 -3.78584 6.23117 0.0042 0.0137 -0.0082 0.43
H 1.46157 -1.90146 5.29133 0.0279 -0.0425 0.0622 0.47
N -2.00553 -0.38681 -3.03665 0.0808 -0.0148 0.2062 0.10
C -0.88461 -1.03271 -2.65909 -0.3465 -0.2665 -0.6800 1.20
O -0.47745 -0.83224 -1.41408 -0.0736 -0.7006 -2.3790 0.61
C -0.13596 -1.80920 -3.50438 0.1895 0.1100 0.4453 0.72
C -0.57039 -2.02196 -4.83595 -0.0276 0.0068 -0.2249 -1.01
N -0.96691 -2.12727 -5.91160 -0.0451 0.0076 0.0865 -0.49
C 1.10686 -2.30342 -3.02444 0.2283 -0.0422 -0.0207 -0.06
N 2.13197 -2.62070 -2.60698 -0.0993 -0.0189 0.0040 -0.70
H -2.44889 -0.66335 -3.90017 0.0094 -0.0268 -0.0154 0.31
H -2.59070 -0.00109 -2.31188 -0.0787 -0.0631 0.0588 0.32



Record 3
92
Properties=species:S:1:pos:R:3:forces:R:3:lowdin_spin:R:1 method="wB97M-V/def2-TZVPD" spin_multiplicity=2 total_charge=-2 orbital_gap_ev="4.2 / 5.7" e_lumo_ev="4.0 / 4.0"
Zn 0.01821 -1.12542 -1.14547 0.0906 0.4091 0.0637 0.01
C -1.46506 -5.62088 4.09629 0.0483 0.0299 0.0049 0.00
C -2.04680 -5.75129 2.68818 0.0109 0.1230 -0.0484 0.00
C -3.57951 -5.72862 2.79970 -0.0213 0.0245 -0.0310 0.00
C -1.59602 -7.09424 2.09982 0.0339 -0.0462 -0.0348 0.00
C -1.59987 -4.61433 1.76613 -0.0675 -0.0271 0.0617 0.04
C -2.02610 -4.60599 0.41275 -0.0346 0.0094 0.0111 0.11
C -1.65474 -3.55691 -0.39438 0.0629 0.2013 0.0601 0.01
N -0.91176 -2.52443 0.01663 0.0863 -0.3263 0.1595 0.13
C -0.45667 -2.51356 1.31483 -0.0463 0.0064 -0.0711 0.12
C -0.82091 -3.57464 2.19190 0.0326 0.0703 -0.0181 0.04
C 0.36611 -1.41868 1.70481 -0.0704 0.0472 -0.0330 0.14
C 0.90103 -1.24180 3.01352 -0.0377 -0.0090 -0.0261 0.04
C 1.63423 -0.13463 3.33654 0.0240 0.0041 0.0095 0.05
C 1.84154 0.84528 2.32484 -0.0156 0.0217 0.0068 0.11
C 1.33341 0.60658 1.07059 -0.0253 -0.1178 -0.0931 0.01
N 0.63837 -0.48048 0.73726 0.0766 -0.0963 0.2225 0.14
C 2.24209 0.08592 4.71830 -0.0206 0.0319 -0.0184 0.00
C 3.77014 0.17707 4.58836 0.0437 0.0037 -0.0030 0.00
C 1.70368 1.39943 5.30657 -0.0219 0.0371 0.0016 0.00
C 1.91088 -1.04643 5.68921 -0.0343 -0.0350 0.0476 0.00
H -1.81027 -6.45573 4.71385 0.0153 0.0281 -0.0174 0.00
H -1.78400 -4.69004 4.57411 0.0209 -0.0749 -0.0295 0.00
H -0.37121 -5.63976 4.07646 -0.0748 -0.0016 0.0155 0.00
H -3.92882 -6.52923 3.46329 0.0321 0.0550 -0.0550 0.00
H -4.04862 -5.85949 1.82176 0.0307 0.0014 0.0650 0.00
H -3.91487 -4.76779 3.19998 0.0108 -0.0723 -0.0133 0.00
H -1.89610 -7.91680 2.75912 0.0103 0.0333 -0.0441 0.00
H -0.50810 -7.11493 1.98813 -0.0695 -0.0140 0.0120 0.00
H -2.03410 -7.26716 1.11376 0.0366 0.0175 0.0836 0.00
H -2.63422 -5.40102 0.00075 0.0149 0.0450 0.0074 0.01
H -1.95700 -3.52482 -1.43461 0.0507 0.0019 0.0087 0.00
H -0.46599 -3.53931 3.21182 -0.0324 -0.0029 -0.0441 0.00
H 0.71049 -2.00246 3.75637 0.0139 0.0176 -0.0239 0.00
H 2.38258 1.76366 2.51637 -0.0112 -0.0630 -0.0272 0.01
H 1.49785 1.32085 0.26793 0.0020 -0.0439 -0.0032 0.00
H 4.06250 0.98598 3.91418 -0.0194 -0.0629 0.0616 0.00
H 4.17316 -0.75634 4.18363 -0.0208 0.0732 0.0340 0.00
H 4.22721 0.36032 5.56892 -0.0364 -0.0146 -0.0845 0.00
H 1.97773 2.25662 4.68605 -0.0323 -0.0791 0.0559 0.00
H 2.10881 1.55985 6.31287 -0.0214 -0.0029 -0.0733 0.00
H 0.61197 1.36964 5.36919 0.0828 0.0061 0.0055 0.00
H 2.30914 -2.00294 5.33778 -0.0385 0.0661 0.0264 0.00
H 0.83008 -1.15110 5.82452 0.0890 0.0033 -0.0028 0.00
H 2.35635 -0.83051 6.66597 -0.0217 -0.0259 -0.0483 0.00
O 1.87902 0.14189 -3.06179 0.1483 -0.1173 -0.0563 0.00
Cl 1.11874 -2.95543 -3.04986 -0.2946 -0.1202 0.2797 0.00
O 0.99883 -4.40721 -3.19654 0.0734 -0.0157 -0.0639 0.00
O -0.27546 -2.37593 -3.05656 0.3670 -0.1318 -0.0349 0.00
O 1.62215 -2.66582 -1.66258 -0.0968 0.0364 -0.3650 0.00
F -1.99039 0.24547 -0.87743 0.3073 -0.0463 -0.3430 0.00
As -3.29209 0.74506 0.18513 0.2780 -0.6155 -0.2890 0.00
F -3.60545 2.06332 -0.87305 -0.3176 0.2216 -0.2515 0.00
F -4.37727 -0.24766 -0.71553 -0.3061 -0.1570 -0.1791 0.00
F -4.55647 1.24640 1.22824 -0.5163 0.2523 0.4289 0.00
F -2.93597 -0.58864 1.21277 0.0270 -0.2427 0.3195 0.00
F -2.15308 1.71030 1.05597 0.0252 0.0257 0.6386 0.00
C 0.90135 0.32723 -2.39925 -0.3873 0.2427 -0.0586 0.00
Ge 0.33625 2.39592 -2.94862 0.3163 0.0695 -0.0003 0.00
C 2.10458 3.30100 -2.79376 0.1810 -0.0924 -0.1118 0.00
C 2.56958 3.61771 -1.51283 -0.0167 0.0318 0.0128 0.00
C 3.84380 4.13131 -1.30259 -0.0467 -0.0275 -0.0999 0.00
C 4.69501 4.34407 -2.38198 -0.0906 -0.0239 -0.0345 0.00
C 4.25260 4.04726 -3.66510 -0.1083 -0.0251 0.0648 0.00
C 2.97233 3.53244 -3.86516 0.0244 0.0471 0.1227 0.00
C -0.06537 2.30389 -4.88527 -0.1301 -0.1925 -0.0916 0.00
C -1.28031 2.76617 -5.40557 0.0400 -0.0179 -0.0042 0.00
C -1.62981 2.56322 -6.73740 0.0630 0.0080 0.0543 0.00
C -0.77098 1.87693 -7.58567 0.0746 -0.0219 0.0777 0.00
C 0.43116 1.38600 -7.08572 -0.0586 0.0791 0.1033 0.00
C 0.77642 1.59075 -5.75243 -0.1110 0.0925 -0.0945 0.00
C -0.85437 3.72620 -2.12829 -0.2952 0.0023 0.2850 0.00
C -1.30282 4.88491 -2.77178 0.0635 0.0559 0.1297 0.00
C -2.12867 5.79178 -2.11628 0.0465 -0.0822 -0.0510 0.00
C -2.52688 5.55138 -0.80486 0.0814 -0.1249 0.0422 0.00
C -2.09039 4.40716 -0.14961 0.1027 0.1845 -0.1010 0.00
C -1.25909 3.50485 -0.80781 0.2101 0.2534 -0.3012 0.00
H 1.91682 3.46305 -0.65427 0.0660 0.0155 -0.0867 0.00
H 4.17879 4.35357 -0.29605 -0.0140 0.0149 0.0115 0.00
H 5.69337 4.73664 -2.22265 -0.0157 -0.0142 -0.0054 0.00
H 4.90919 4.20554 -4.51425 -0.0167 0.0128 0.0045 0.00
H 2.64687 3.31374 -4.87763 0.0234 -0.0150 0.0593 0.00
H -1.97860 3.28113 -4.75338 0.0292 -0.0611 -0.0467 0.00
H -2.58182 2.93132 -7.10793 0.0501 -0.0201 0.0292 0.00
H -1.04464 1.70767 -8.62167 0.0209 0.0046 0.0259 0.00
H 1.09823 0.82526 -7.73037 -0.0025 -0.0038 -0.0077 0.00
H 1.70058 1.16507 -5.37597 -0.0508 0.0265 0.0075 0.00
H -0.99474 5.09012 -3.79279 -0.0113 0.0115 0.0355 0.00
H -2.47199 6.68293 -2.63204 0.0155 -0.0122 -0.0022 0.00
H -3.19045 6.24777 -0.30259 0.0231 -0.0178 -0.0101 0.00
H -2.42199 4.18827 0.85811 0.0269 -0.0062 -0.0495 0.00
H -0.96343 2.59658 -0.29391 0.0564 0.2642 -0.1742 0.00



Energy relative to the best compared isomer or geometry (same formula, charge and spin) for the records above, in order: 0.0; 18.7; 10.3 kcal/mol
Maximum force for the records above, in order: 1.92; 2.67; 0.73 eV/A